1.
Formula: C16H14N4O7S3SbTi
Source: OMol25
Level of theory: ωB97M-V with the def2-TZVPD basis set

The value obtained for the energy above the lowest of the compared OMol25 structures with the same formula, charge and spin is 10.50 kcal/mol. The value obtained for the molecular weight is 640.137 g/mol. As for the LUMO energy (alpha / beta): -0.9 / -0.8 eV. For the HOMO energy (alpha / beta), the calculation gives -8.1 / -8.1 eV. The value obtained for the total energy is -99268.668 eV. As for the expectation value of S²: 0.75. The spin multiplicity is 2.

Cartesian coordinates (Å):
Ti1 0.2698 -0.1741 -1.2854
C1 -0.5055 -3.5156 -2.2524
C2 -0.8833 -3.5427 -3.5825
C3 -0.0568 -2.9857 -4.5531
C4 1.1531 -2.4138 -4.1982
C5 1.5460 -2.3945 -2.8631
C6 0.7103 -2.9383 -1.8880
H1 -1.1475 -3.9423 -1.4922
H2 -1.8268 -3.9876 -3.8715
H3 -0.3650 -2.9957 -5.5905
H4 1.7934 -1.9791 -4.9544
H5 2.4971 -1.9677 -2.5754
H6 1.0327 -2.9495 -0.8512
O1 1.8132 -1.1703 1.0824
C7 1.9842 -0.1355 0.4637
O2 2.1657 -0.0970 -0.8379
C8 1.8400 1.2133 1.0907
C9 2.6445 1.5582 2.1496
C10 2.5300 2.8264 2.6958
C11 1.6046 3.7217 2.2207
C12 0.7600 3.3440 1.1881
C13 0.8454 2.0755 0.5671
O3 0.0777 1.6625 -0.4251
N1 -0.2746 4.3180 0.8588
O4 -1.1992 3.9642 0.1333
O5 -0.1557 5.4465 1.2779
N2 3.3932 3.2115 3.8112
O6 3.2719 4.3338 4.2558
O7 4.1893 2.3874 4.2124
H7 3.3674 0.8603 2.5478
H8 1.5100 4.7012 2.6613
S1 1.6139 4.1779 -2.1152
Sb1 -0.3170 3.1462 -2.3738
S2 0.3067 0.9334 -3.4924
S3 -1.4704 -0.0050 -2.9515
C14 -4.1783 -2.1638 1.2845
N3 -2.9938 -1.4086 1.7016
C15 -2.7472 -1.0452 3.1036
C16 -2.0449 -1.1885 0.8353
N4 -1.2007 -0.9891 0.0754
H9 -4.8968 -2.1393 2.0986
H10 -3.9327 -3.2028 1.0638
H11 -4.6299 -1.7025 0.4082
H12 -3.6914 -1.0966 3.6378
H13 -2.3697 -0.0263 3.1599
H14 -2.0332 -1.7247 3.5684

---

2.
Formula: C16H14N4S2
Source: OMol25
Level of theory: ωB97M-V with the def2-TZVPD basis set

The value obtained for the energy above the lowest of the compared OMol25 structures with the same formula, charge and spin is 0.00 kcal/mol. The value obtained for the molecular weight is 326.450 g/mol. As for the LUMO energy: 0.1 eV. For the HOMO energy, the calculation gives -8.2 eV. The SMILES is S[C@@H]1N=C(c2ccccc2)N2[C@@H](S)N=C(c3ccccc3)N12. The value obtained for the total energy is -44448.101 eV.

Cartesian coordinates (Å):
S1 1.7889 2.6199 2.8037
C1 1.6769 1.3438 1.4602
N1 1.5774 2.0377 0.1627
C2 0.4044 1.9076 -0.3565
C3 0.0135 2.6062 -1.6101
C4 -1.3297 2.6378 -2.0532
C5 -1.7183 3.2845 -3.2372
C6 -0.7690 3.9406 -3.9974
C7 0.5396 4.0118 -3.5838
C8 0.9466 3.3233 -2.4180
N2 -0.3982 1.0677 0.4001
C9 -1.0276 -0.1654 -0.0721
S2 -0.3131 -0.8316 -1.5996
N3 -0.6083 -1.1979 0.9307
C10 0.2382 -0.6870 1.7686
C11 0.9871 -1.4823 2.8002
C12 1.1887 -2.8901 2.5656
C13 1.8982 -3.6650 3.4419
C14 2.4372 -3.1089 4.6265
C15 2.2215 -1.7309 4.8889
C16 1.5400 -0.9372 3.9592
N4 0.3678 0.7093 1.5395
H1 0.6074 3.2388 2.4651
H2 2.5076 0.6133 1.5202
H3 -2.1019 2.1710 -1.4232
H4 -2.7463 3.2314 -3.4903
H5 -1.0638 4.4240 -4.9047
H6 1.2381 4.4931 -4.1865
H7 2.0257 3.3349 -2.2124
H8 -2.1155 -0.0338 -0.1564
H9 -0.7251 -2.1355 -1.3561
H10 0.7490 -3.3717 1.7029
H11 2.0290 -4.7505 3.2429
H12 3.0248 -3.6918 5.3603
H13 2.5919 -1.3412 5.8319
H14 1.3679 0.0745 4.2368

---

3.
Formula: C16H14N5O6SZn
Source: OMol25
Level of theory: ωB97M-V with the def2-TZVPD basis set

The value obtained for the energy above the lowest of the compared OMol25 structures with the same formula, charge and spin is 0.00 kcal/mol. Its total charge is -1. The value obtained for the molecular weight is 469.774 g/mol. As for the LUMO energy: 2.5 eV. For the HOMO energy, the calculation gives -5.2 eV. The value obtained for the total energy is -95810.326 eV.

Cartesian coordinates (Å):
Zn1 0.9666 0.5370 0.7610
C1 0.5462 -3.6935 2.1521
C2 0.8845 -2.3863 1.5070
N1 0.5482 -1.2445 1.9729
N2 -0.1549 -1.1767 3.1258
C3 -0.6293 0.0250 3.3770
N3 -1.3712 0.1051 4.5252
S1 -0.4827 1.4707 2.4551
C4 1.6098 -2.3521 0.2165
C5 2.1197 -3.4975 -0.3834
C6 2.7603 -3.3805 -1.6068
C7 2.8778 -2.1342 -2.1949
C8 2.3588 -1.0385 -1.5195
N4 1.7414 -1.1545 -0.3566
H1 -0.1514 -3.5148 2.9649
H2 0.0962 -4.3732 1.4265
H3 1.4425 -4.1728 2.5542
H4 -1.2478 -0.6497 5.1802
H5 -1.5205 1.0279 4.8926
H6 2.0175 -4.4579 0.1008
H7 3.1650 -4.2589 -2.0936
H8 3.3721 -2.0022 -3.1465
H9 2.4389 -0.0363 -1.9151
O1 -1.2318 -0.8131 -0.2057
C9 -2.1347 -0.0595 -0.5000
C10 -2.0234 1.2702 -1.0889
C11 -3.2080 1.8732 -1.4839
C12 -3.2082 3.0957 -2.1221
C13 -1.9942 3.7555 -2.3846
C14 -0.8176 3.1900 -1.9977
C15 -0.7607 1.9282 -1.3125
O2 0.3581 1.4617 -0.9518
N5 -4.4521 3.6900 -2.5309
O3 -4.4181 4.7708 -3.1060
O4 -5.4943 3.0945 -2.2913
H10 -3.1861 -0.3945 -0.3689
H11 -4.1525 1.3761 -1.3008
H12 -2.0202 4.7109 -2.8892
H13 0.1280 3.6840 -2.1769
O5 4.2687 0.5288 -0.0563
C16 3.8199 1.4112 0.6687
O6 2.6288 1.5699 1.0919
H14 4.5108 2.2147 1.0115

---

4.
Formula: C16H14N5O8
Source: OMol25
Level of theory: ωB97M-V with the def2-TZVPD basis set

Its total charge is -1. The value obtained for the molecular weight is 404.315 g/mol. As for the LUMO energy: 0.5 eV. For the HOMO energy, the calculation gives -3.9 eV. The value obtained for the total energy is -40642.357 eV.

Cartesian coordinates (Å):
C1 0.4559 3.0397 2.7658
C2 -0.4522 2.1671 1.9603
O1 0.3624 1.4642 0.9989
C3 -0.2069 0.3455 0.5077
C4 0.6930 -0.3780 -0.4691
C5 -0.0352 -1.4487 -1.2700
O2 0.5129 -2.5495 -1.4069
C6 -1.3467 -1.1923 -1.8718
C7 -1.7674 0.0915 -2.2732
C8 -3.0165 0.2774 -2.8487
C9 -3.8474 -0.8549 -3.0523
N1 -5.1687 -0.6280 -3.5661
O3 -5.9410 -1.5971 -3.7529
O4 -5.5191 0.5568 -3.7958
C10 -3.4248 -2.1643 -2.6733
C11 -2.1742 -2.3154 -2.1090
O5 -1.2274 -0.1602 0.9229
H1 -0.0911 3.7699 3.3635
H2 1.0495 2.4170 3.4393
H3 1.1556 3.5883 2.1298
H4 -0.9726 1.4377 2.5896
H5 -1.1529 2.7518 1.3634
H6 1.0477 0.4189 -1.2050
H7 -1.1186 0.9545 -2.1211
H8 -3.3299 1.2911 -3.1314
H9 -4.1178 -2.9972 -2.8302
H10 -1.8538 -3.3048 -1.7853
C12 3.3642 2.2906 -0.2468
O6 3.3715 1.9516 1.1735
C13 3.0312 0.6762 1.3935
N2 3.1058 0.2401 2.6601
C14 2.6827 -0.9880 2.8169
N3 2.8512 -1.8062 3.9539
O7 2.2323 -2.9771 3.6253
N4 1.5779 -2.8742 2.2801
O8 0.9957 -3.8729 1.9168
C15 1.8198 -1.6100 1.8015
C16 1.7466 -1.0679 0.3288
N5 2.7464 -0.0284 0.3374
H11 3.9617 3.2096 -0.3218
H12 3.8107 1.4594 -0.8412
H13 2.3107 2.4596 -0.5613
H14 1.8786 -2.0434 -0.1958

---

5.
Formula: C16H14NO5PdSe
Source: OMol25
Level of theory: ωB97M-V with the def2-TZVPD basis set

The value obtained for the energy above the lowest of the compared OMol25 structures with the same formula, charge and spin is 29.28 kcal/mol. Its total charge is -1. The value obtained for the molecular weight is 485.670 g/mol. As for the LUMO energy: 2.5 eV. For the HOMO energy, the calculation gives -4.6 eV. The value obtained for the total energy is -97375.985 eV.

Cartesian coordinates (Å):
Pd1 0.0800 1.4299 0.7947
O1 -0.0700 -1.4510 5.6401
C1 -0.1093 -1.1062 4.3259
C2 -1.3005 -0.7844 3.6821
C3 -1.2357 -0.4286 2.3512
N1 -0.0876 -0.4590 1.6728
C4 1.0652 -0.6334 2.3266
C5 1.1046 -0.9971 3.6553
C6 2.2818 -0.1431 1.5533
O2 3.3768 -0.6409 1.7371
O3 2.0046 0.8240 0.7237
C7 -2.3744 0.2765 1.6231
O4 -3.5304 -0.0437 1.8399
O5 -1.9655 1.2041 0.8102
H1 -0.9610 -1.3967 6.0040
H2 -2.2523 -0.7498 4.1982
H3 2.0489 -1.1318 4.1624
C8 -0.2285 8.7057 -1.4107
C9 -0.0945 7.3674 -0.7310
C10 1.1433 6.7597 -0.5755
C11 1.2929 5.5599 0.1181
C12 2.6602 4.9370 0.2035
C13 0.1654 4.9570 0.6943
Se1 0.4016 3.5094 1.9239
C14 -1.1058 5.5067 0.4664
C15 -2.3789 4.8452 0.9298
C16 -1.2080 6.7085 -0.2309
H4 0.7378 9.0660 -1.7654
H5 -0.6320 9.4548 -0.7254
H6 -0.9042 8.6552 -2.2678
H7 2.0240 7.2328 -1.0007
H8 3.3862 5.5459 -0.3385
H9 2.6558 3.9304 -0.2191
H10 2.9897 4.8228 1.2363
H11 -2.2306 3.7981 1.1801
H12 -3.1359 4.9134 0.1459
H13 -2.7775 5.3408 1.8201
H14 -2.1946 7.1391 -0.3857

---

6.
Formula: C16H15AlBrTe
Source: OMol25
Level of theory: ωB97M-V with the def2-TZVPD basis set

Its total charge is -1. The value obtained for the molecular weight is 441.782 g/mol. As for the LUMO energy: 2.4 eV. For the HOMO energy, the calculation gives -4.0 eV. The value obtained for the total energy is -100769.461 eV.

Cartesian coordinates (Å):
C1 -0.7749 -0.0313 -1.7120
C2 -0.8908 1.3692 -1.2992
C3 0.3719 1.9709 -1.4360
H1 -1.7990 1.9274 -1.0449
C4 1.3305 0.9933 -1.8094
C5 0.6616 -0.2566 -1.9030
H2 1.1136 -1.1722 -2.1819
H3 -1.5984 -0.6194 -2.1049
H4 0.5650 3.0423 -1.3764
H5 2.3748 1.2418 -2.0555
Al1 -0.5072 -1.2368 0.0264
Br1 -2.6483 -1.0141 0.8654
C6 -0.9268 -4.3080 -0.0462
C7 -0.0284 -4.4622 -1.1429
C8 -0.7333 -4.1535 -2.3380
H6 0.9860 -4.8943 -1.0971
C9 -2.0696 -3.8171 -1.9886
C10 -2.1996 -3.9332 -0.5757
H7 -3.1378 -3.9113 -0.0270
H8 -0.7348 -4.6189 0.9879
H9 -0.3561 -4.2944 -3.3631
H10 -2.8936 -3.6620 -2.6999
Te1 1.2853 -0.4140 1.8105
C11 1.1838 1.7064 2.1103
C12 2.2054 2.5356 1.5988
C13 2.1343 3.9110 1.8218
C14 1.1155 4.4585 2.6010
C15 0.1488 3.6213 3.1898
C16 0.1846 2.2314 2.9565
H11 2.9149 2.0818 0.9172
H12 2.8753 4.5803 1.3737
H13 1.1063 5.5186 2.8411
H14 -0.6529 4.0582 3.7997
H15 -0.6062 1.5513 3.3017